Entry 1:
The following is a DFT calculation (ωB97M-V/def2-TZVPD) of C54H48BBiN8P as an isolated structure.

```
113
Properties=species:S:1:pos:R:3:forces:R:3:lowdin_charge:R:1
Bi -0.4796 0.0824 0.1824 0.7 -0.3 0.1 1.58
C -3.9269 5.3311 -0.8178 0.0 0.0 0.0 -0.04
C -2.6131 4.7651 -0.3827 0.0 -0.1 -0.1 -0.28
C -1.3711 5.3606 -0.3746 0.1 0.2 0.1 0.01
C -0.5021 4.3670 0.1259 0.3 0.1 -0.1 -0.26
N -1.1616 3.2472 0.3628 -0.3 0.1 0.0 0.09
N -2.4569 3.4946 0.0645 0.1 -0.2 0.0 0.02
B -3.5736 2.4355 0.2238 0.1 0.0 0.0 -0.50
N -3.6599 1.4912 -1.0217 0.0 0.1 0.0 0.03
N -2.5746 0.8867 -1.5705 -0.3 0.3 0.6 0.04
C -3.0254 0.0937 -2.5200 0.1 -0.3 -0.5 -0.29
C -4.4221 0.1905 -2.6355 -0.1 -0.1 0.0 0.02
C -4.7899 1.0944 -1.6615 0.1 0.1 0.0 -0.27
C -6.1619 1.6161 -1.3664 0.1 0.0 0.0 -0.03
C -2.0998 -0.7492 -3.3023 -0.1 0.0 0.1 -0.18
C -2.5046 -2.0086 -3.7441 0.0 0.0 0.0 -0.04
C -1.6390 -2.8169 -4.4673 0.1 0.1 0.0 -0.09
C -0.3497 -2.3787 -4.7528 -0.1 0.0 0.1 -0.10
C 0.0653 -1.1322 -4.3037 0.0 0.1 0.0 -0.08
C -0.8039 -0.3215 -3.5850 0.1 0.0 0.0 -0.05
N -3.4246 1.6509 1.5687 0.2 0.0 0.1 0.04
N -2.2399 1.1474 2.0191 -0.5 0.1 -0.2 0.02
C -2.4858 0.5656 3.1829 0.3 -0.2 0.1 -0.26
C -3.8437 0.6813 3.5113 -0.1 0.0 0.2 0.01
C -4.4054 1.3833 2.4701 0.1 0.0 -0.2 -0.27
C -5.8443 1.7668 2.3311 0.0 0.0 0.0 -0.03
C -1.4047 -0.1062 3.9399 -0.2 0.1 -0.1 -0.16
C -0.0619 0.1051 3.6333 0.1 0.1 0.0 -0.08
C 0.9433 -0.5744 4.3018 0.0 0.0 0.1 -0.09
C 0.6260 -1.4651 5.3167 -0.1 0.0 0.0 -0.10
C -0.7082 -1.6668 5.6521 0.0 0.0 -0.1 -0.09
C -1.7116 -0.9940 4.9697 0.0 -0.1 0.0 -0.04
C 0.9497 4.4366 0.4132 -0.2 0.0 -0.1 -0.16
C 1.5357 3.5381 1.3073 0.0 -0.1 0.0 -0.04
C 2.8982 3.5705 1.5637 0.0 0.0 -0.1 -0.08
C 3.7025 4.5179 0.9421 -0.1 0.0 0.0 -0.10
C 3.1276 5.4313 0.0667 -0.1 0.0 0.0 -0.10
C 1.7629 5.3904 -0.1954 0.1 0.0 0.0 -0.05
H -3.7787 6.3555 -1.1598 0.0 0.0 0.0 0.07
H -4.6558 5.3407 -0.0050 0.0 0.0 0.0 0.08
H -4.3606 4.7557 -1.6389 0.0 0.0 0.0 0.08
H -1.1432 6.3803 -0.6502 0.0 -0.1 0.0 0.10
H -4.6217 3.0191 0.2629 0.0 0.0 0.1 0.09
H -5.0688 -0.3033 -3.3454 0.0 0.0 0.1 0.10
H -6.8372 1.2890 -2.1564 0.0 0.0 0.0 0.08
H -6.1819 2.7056 -1.3251 0.0 0.0 0.0 0.07
H -6.5521 1.2476 -0.4185 0.0 0.0 0.0 0.06
H -3.4954 -2.3659 -3.4852 0.0 0.0 0.0 0.11
H -1.9636 -3.8003 -4.7877 0.0 0.0 0.0 0.10
H 0.3332 -3.0120 -5.3059 0.0 0.0 0.0 0.10
H 1.0722 -0.7860 -4.5083 0.0 0.0 0.0 0.09
H -0.4778 0.6523 -3.2341 0.0 0.0 0.0 0.10
H -4.3617 0.3198 4.3865 0.1 0.1 0.0 0.10
H -6.2975 1.7913 3.3219 0.0 0.0 0.0 0.08
H -6.3934 1.0344 1.7371 0.0 0.0 0.0 0.07
H -5.9751 2.7415 1.8649 0.0 0.0 0.0 0.07
H 0.2229 0.8218 2.8740 -0.1 0.0 0.0 0.06
H 1.9748 -0.4075 4.0174 -0.1 0.0 0.0 0.08
H 1.4096 -2.0005 5.8383 0.0 0.0 0.0 0.09
H -0.9715 -2.3666 6.4357 0.0 0.0 0.0 0.10
H -2.7489 -1.1908 5.2165 0.0 0.0 0.0 0.10
H 0.9059 2.8053 1.7980 0.0 0.0 0.0 0.09
H 3.3329 2.8426 2.2397 0.0 0.0 0.0 0.10
H 4.7676 4.5406 1.1355 0.0 0.0 0.0 0.09
H 3.7461 6.1716 -0.4258 0.0 0.0 0.0 0.09
H 1.3264 6.0908 -0.8991 0.0 0.0 0.0 0.10
N 1.5912 -0.6245 0.7156 -0.3 0.2 -0.3 -0.46
P 2.7383 -1.0567 -0.2177 -0.1 0.0 0.2 0.68
C 2.9596 -0.1575 -1.8020 0.0 0.1 -0.1 -0.28
C 2.5365 1.1698 -1.8716 0.1 0.0 0.0 -0.09
C 2.7191 1.9165 -3.0301 0.0 -0.1 0.0 -0.08
C 3.3341 1.3385 -4.1341 0.0 0.0 0.0 -0.10
C 3.7536 0.0139 -4.0793 0.0 0.0 0.0 -0.10
C 3.5593 -0.7311 -2.9232 -0.1 0.0 0.0 -0.10
C 2.7147 -2.8012 -0.7681 -0.1 -0.2 0.0 -0.28
C 3.7554 -3.7067 -0.5698 -0.1 0.0 0.0 -0.09
C 3.6073 -5.0436 -0.9280 -0.1 0.1 0.0 -0.09
C 2.4168 -5.4875 -1.4871 0.0 0.0 0.0 -0.09
C 1.3717 -4.5946 -1.6934 0.0 0.1 0.1 -0.07
C 1.5198 -3.2626 -1.3325 0.0 0.0 0.0 -0.08
C 4.3634 -0.8231 0.5991 0.1 0.0 0.0 -0.27
C 4.3172 -0.4786 1.9468 0.0 0.0 0.1 -0.09
C 5.4873 -0.2456 2.6603 0.0 0.0 -0.1 -0.09
C 6.7182 -0.3531 2.0268 0.0 0.0 -0.1 -0.10
C 6.7752 -0.6911 0.6786 0.0 0.0 0.1 -0.09
C 5.6032 -0.9197 -0.0312 0.0 0.0 0.0 -0.09
H 2.0836 1.6280 -1.0004 -0.1 0.0 0.1 0.07
H 2.3825 2.9460 -3.0615 0.0 0.0 0.0 0.10
H 3.4783 1.9141 -5.0406 0.0 0.0 0.0 0.10
H 4.2174 -0.4442 -4.9456 0.0 0.0 0.0 0.10
H 3.8479 -1.7775 -2.9031 0.0 0.1 0.0 0.10
H 4.6818 -3.3807 -0.1157 0.0 0.0 0.0 0.09
H 4.4215 -5.7388 -0.7588 0.0 0.0 0.0 0.09
H 2.2961 -6.5331 -1.7474 0.0 0.0 0.0 0.10
H 0.4241 -4.9353 -2.0945 0.1 0.0 0.0 0.10
H 0.6809 -2.5846 -1.4715 0.0 0.0 0.1 0.09
H 3.3399 -0.3934 2.4106 0.1 0.0 -0.1 0.06
H 5.4379 0.0234 3.7096 0.0 0.0 0.0 0.10
H 7.6324 -0.1692 2.5787 0.0 0.0 0.0 0.09
H 7.7336 -0.7682 0.1781 0.0 0.0 0.0 0.10
H 5.6618 -1.1631 -1.0863 0.0 0.0 0.0 0.10
N -1.4823 -1.6009 0.3052 -0.5 -0.6 -0.1 -0.31
C -1.3485 -2.9094 0.6803 0.5 0.3 0.0 -0.46
C -0.5784 -3.3244 1.7930 0.0 0.0 0.0 -0.06
C -0.4684 -4.6618 2.1393 0.0 0.1 -0.1 -0.12
C -1.1020 -5.6534 1.3925 0.0 0.1 -0.1 -0.14
C -1.8640 -5.2666 0.2913 0.0 0.1 0.1 -0.14
C -1.9934 -3.9289 -0.0552 0.0 0.0 0.0 -0.07
H -0.0614 -2.5567 2.3613 0.0 -0.1 0.0 0.08
H 0.1361 -4.9389 2.9969 0.0 0.0 0.0 0.09
H -1.0064 -6.6979 1.6620 0.0 0.0 0.0 0.08
H -2.3724 -6.0207 -0.3016 0.0 0.0 0.0 0.09
H -2.5932 -3.6259 -0.9064 0.0 0.0 0.0 0.09
```
Forces are in eV/Å.

Calculated values
E_HOMO in Eh: -0.143
Energy above the lowest of the compared OMol25 structures with the same formula, charge and spin in kJ/mol: 0.00
E_tot in eV: -84507.35964
Lowest unoccupied orbital energy in eV: 2.49
Charge: -1



Entry 2:
The following is a DFT calculation (ωB97M-V/def2-TZVPD) of C54H48BrN4O6ReS as an isolated structure at a distorted geometry.

```
115
Properties=species:S:1:pos:R:3:forces:R:3:lowdin_spin:R:1
Re 0.3440 -0.1963 0.0519 -1.1 -0.9 0.7 0.78
O 0.1674 0.5521 -2.1374 0.5 -0.5 1.1 0.00
C -0.5845 -0.1227 -3.0802 -0.3 -0.5 -0.8 0.00
C 0.0088 -0.4310 -4.2912 0.2 0.3 0.2 0.00
C -0.7052 -1.1351 -5.2484 -0.1 0.0 0.1 0.00
C -2.0118 -1.5235 -4.9872 0.1 -0.1 -0.1 0.00
C -2.5612 -1.2907 -3.7356 -0.1 0.3 0.0 0.00
C -1.8586 -0.5827 -2.7698 0.0 0.0 0.0 0.00
C -2.2265 -0.6671 -1.3123 -0.2 -0.1 0.1 0.00
O -1.1886 -1.3611 -0.7304 0.9 0.6 0.7 0.07
N -2.3571 0.6141 -0.5809 -0.2 0.3 -0.6 0.00
N -1.6539 0.5754 0.5788 0.3 0.0 0.1 0.00
C -2.0198 1.2053 1.6240 -0.3 0.0 -0.3 0.01
C -1.2526 1.2910 2.8395 0.3 0.0 0.5 0.00
Br 0.2116 0.0537 3.0080 0.1 0.1 -1.1 0.00
C -1.5610 2.1659 3.8085 0.0 -0.2 -0.2 0.01
C -0.9349 2.4427 5.0967 0.1 0.0 0.3 0.00
C 0.4346 2.3161 5.3567 0.0 0.0 -0.1 0.00
C 0.9333 2.5245 6.6305 0.0 0.0 0.0 0.00
C 0.0852 2.8915 7.6649 0.0 0.0 0.0 0.00
C -1.2645 3.0854 7.4081 0.0 0.0 0.1 0.00
C -1.7675 2.8729 6.1381 0.0 -0.1 -0.1 0.00
H -0.3741 1.2273 -1.6869 -0.1 0.6 -0.6 0.00
H 1.0308 -0.1147 -4.4610 0.0 0.0 -0.1 0.00
H -0.2342 -1.3913 -6.1875 0.0 0.1 0.0 0.00
H -2.5870 -2.0390 -5.7441 0.0 -0.1 0.0 0.00
H -3.5487 -1.6680 -3.4975 0.0 0.0 0.0 0.00
H -3.1688 -1.2240 -1.2035 0.1 -0.1 0.0 0.00
H -3.2920 1.0006 -0.5250 0.0 0.0 0.1 0.00
H -2.9597 1.7559 1.6137 0.0 0.0 0.0 0.00
H -2.4566 2.7533 3.6194 0.0 0.0 -0.1 0.00
H 1.1298 2.1023 4.5591 0.0 -0.1 0.0 0.00
H 1.9914 2.3941 6.8138 0.0 0.1 0.0 0.00
H 0.4788 3.0312 8.6625 0.0 0.0 0.0 0.00
H -1.9284 3.3947 8.2041 0.0 0.0 0.0 0.00
H -2.8261 3.0116 5.9534 0.0 0.0 0.0 0.00
C 4.5193 4.6827 1.1377 -0.1 -0.2 -0.1 0.00
C 4.6293 3.5406 0.1363 0.3 0.3 0.1 0.00
C 5.9585 3.5705 -0.5972 -0.2 -0.1 0.0 0.00
O 3.5624 3.5814 -0.8138 -0.2 0.1 0.1 0.00
C 2.6659 2.5108 -0.6138 -0.1 -0.3 0.1 0.00
C 3.2876 1.6901 0.5172 -0.3 -0.2 0.0 0.00
O 4.5152 2.2966 0.8159 0.0 -0.1 -0.1 0.00
C 3.4817 0.2090 0.1275 0.3 0.1 0.6 0.01
O 2.2260 -0.2777 -0.2866 0.0 0.4 -0.9 0.10
C 3.9101 -0.6301 1.3390 -0.1 0.1 -0.1 0.00
C 3.9968 -2.0098 1.1684 0.0 0.0 0.1 0.00
C 4.2503 -2.8460 2.2419 0.0 0.0 -0.1 0.00
C 4.4410 -2.3062 3.5074 0.0 0.0 0.1 0.00
C 4.3916 -0.9330 3.6805 0.0 0.0 0.1 0.00
C 4.1223 -0.0951 2.6039 0.0 0.0 -0.1 0.00
C 4.4711 0.0788 -1.0298 -0.2 -0.2 0.0 0.00
C 5.8278 -0.0905 -0.7779 0.0 0.0 0.0 0.00
C 6.7262 -0.2239 -1.8261 0.1 0.0 0.0 0.00
C 6.2853 -0.1869 -3.1403 0.0 0.0 0.0 0.00
C 4.9364 0.0008 -3.4019 0.0 0.0 0.0 0.00
C 4.0362 0.1249 -2.3536 0.1 0.0 0.0 0.00
C 1.1964 2.9058 -0.2834 0.3 0.7 -0.6 0.00
O 0.5167 1.7915 0.2366 0.1 -0.7 0.6 0.02
C 0.4532 3.4184 -1.5262 0.1 0.0 0.1 0.00
C 1.0931 3.7822 -2.7043 0.0 0.0 0.0 0.00
C 0.3704 4.3538 -3.7442 0.0 0.0 -0.1 0.00
C -0.9923 4.5732 -3.6196 0.0 0.0 0.0 0.00
C -1.6402 4.2033 -2.4489 0.0 0.0 0.0 0.00
C -0.9207 3.6296 -1.4122 0.0 0.0 0.0 0.00
C 1.1622 4.0693 0.7185 -0.1 -0.3 0.1 0.00
C 0.8370 3.8513 2.0478 0.1 0.0 0.0 0.00
C 0.7711 4.9067 2.9498 0.0 0.0 0.0 0.00
C 1.0345 6.1975 2.5232 0.0 0.0 0.0 0.00
C 1.3831 6.4222 1.1979 0.0 0.0 0.0 0.00
C 1.4441 5.3698 0.3004 -0.1 0.0 0.1 0.00
H 4.5114 5.6332 0.6066 0.0 0.0 0.0 0.00
H 5.3682 4.6552 1.8204 0.0 0.0 0.0 0.00
H 3.6014 4.5902 1.7140 0.0 0.0 0.1 0.00
H 6.0977 4.5325 -1.0881 0.0 0.0 0.0 0.00
H 5.9877 2.7709 -1.3373 0.0 0.0 0.0 0.00
H 6.7608 3.4154 0.1232 0.0 0.0 0.0 0.00
H 2.6102 1.9304 -1.5348 0.1 0.0 0.0 0.00
H 2.6201 1.7018 1.3880 0.1 0.1 0.0 0.00
H 3.8730 -2.4250 0.1762 0.0 0.0 0.0 0.00
H 4.2981 -3.9171 2.0906 0.0 0.0 0.0 0.00
H 4.6428 -2.9556 4.3491 0.0 0.0 0.0 0.00
H 4.5600 -0.5021 4.6594 0.0 0.0 0.0 0.00
H 4.1116 0.9754 2.7578 0.0 0.0 0.0 0.00
H 6.1780 -0.1233 0.2456 0.0 0.0 0.0 0.00
H 7.7804 -0.3529 -1.6179 0.0 0.0 0.0 0.00
H 6.9842 -0.3014 -3.9581 0.0 0.0 0.0 0.00
H 4.5810 0.0580 -4.4232 0.0 0.0 0.0 0.00
H 2.9857 0.2600 -2.5833 0.0 0.0 0.1 0.00
H 2.1642 3.6666 -2.8081 0.0 0.0 0.0 0.00
H 0.8844 4.6457 -4.6511 0.0 0.0 0.0 0.00
H -1.5432 5.0428 -4.4237 0.0 0.0 0.0 0.00
H -2.7009 4.3888 -2.3352 0.0 0.0 0.0 0.00
H -1.4143 3.3778 -0.4797 0.0 0.0 0.0 0.00
H 0.6260 2.8455 2.3766 0.1 0.0 0.0 0.00
H 0.5150 4.7104 3.9842 0.0 0.1 0.0 0.00
H 0.9669 7.0295 3.2118 0.0 0.0 0.0 0.00
H 1.6091 7.4258 0.8614 0.0 0.0 0.0 0.00
H 1.7198 5.5591 -0.7267 0.0 0.0 -0.1 0.00
N 2.0155 -2.4942 -1.9080 -0.1 0.0 0.1 0.00
C 1.4954 -3.0527 -0.8080 -0.1 -0.3 0.1 0.00
N 0.7797 -2.4381 0.1023 0.1 0.6 0.0 0.00
C 0.2288 -3.3459 1.0076 0.0 -0.4 0.1 0.00
C -0.7276 -3.0793 1.9799 0.0 0.1 -0.1 0.00
C -1.1869 -4.1088 2.7821 0.0 0.0 0.0 0.00
C -0.7254 -5.4108 2.6142 0.0 -0.1 0.0 0.00
C 0.1924 -5.7067 1.6218 0.0 0.0 0.0 0.00
C 0.6535 -4.6676 0.8312 0.0 0.1 -0.1 0.00
S 1.7061 -4.7659 -0.5557 0.0 0.1 0.1 0.00
H 2.0641 -1.4896 -1.9356 0.2 0.1 0.1 0.00
H 2.6810 -3.0152 -2.4515 0.0 0.0 -0.1 0.00
H -1.1435 -2.0874 2.0617 0.0 0.0 0.1 0.00
H -1.9287 -3.9046 3.5425 0.0 0.0 0.0 0.00
H -1.1052 -6.2038 3.2436 0.0 0.0 0.0 0.00
H 0.5256 -6.7208 1.4476 0.0 0.0 0.0 0.00
```
Forces are in eV/Å.

Calculated values
<S²>: 0.76
E_HOMO (spin up / spin down) in Eh: -0.392 / -0.387
Energy above the lowest of the compared OMol25 structures with the same formula, charge and spin in kJ/mol: 121.24
E_tot in eV: -158024.51868
Lowest unoccupied orbital energy (spin up / spin down) in eV: -3.26 / -3.48
Charge: +1
2S+1: 2